1.
# C18H34N3O2

The ion C18H34N3O2 with charge +1 (ωB97M-V/def2-TZVPD, the Open Molecules 2025 dataset).

Output
HOMO	-11.46	eV
ΔE to the lowest compared entry with this formula, charge and spin	0.0	kcal/mol
SMILES string	CCCCOCCC[NH2+]Cc1cccn1CCN1CCOCC1
energy	-1020.78709	a.u.
charge	+1

Each line ends with the Löwdin charge.
Geometry (Å):
C: -1.19583 -0.35015 4.00305  -0.097
C: 0.12264 -0.65358 3.30324  -0.274
C: 0.27400 -2.14432 3.00878  -0.177
C: 1.57109 -2.47443 2.28135  -0.194
O: 1.52728 -1.93143 0.96916  -0.196
C: 2.58387 -2.36497 0.13365  -0.192
C: 2.31825 -1.87499 -1.28840  -0.126
C: 2.35830 -0.35424 -1.37472  -0.128
N: 1.23106 0.23419 -0.61444  0.040
C: 1.54654 1.57290 -0.03386  -0.063
C: 0.32751 2.33766 0.33104  -0.241
C: -0.19133 2.61532 1.57367  -0.036
C: -1.32869 3.41838 1.38535  -0.058
C: -1.46455 3.60961 0.03736  -0.085
N: -0.45812 2.96108 -0.60520  -0.077
C: -0.30829 2.89186 -2.03091  -0.097
C: -1.22979 1.84769 -2.68430  -0.135
N: -1.09128 0.51619 -2.08333  -0.197
C: -1.15129 -0.53605 -3.10846  -0.131
C: -1.30651 -1.91117 -2.42748  -0.164
O: -0.89600 -1.83271 -1.08241  -0.165
C: -1.79722 -1.04527 -0.33292  -0.153
C: -2.13093 0.26231 -1.07722  -0.118
H: -2.03780 -0.66563 3.39060  0.072
H: -1.29219 0.71550 4.19430  0.067
H: -1.25033 -0.87423 4.95334  0.079
H: 0.17114 -0.09140 2.36756  0.067
H: 0.95195 -0.32645 3.93418  0.118
H: -0.56176 -2.48852 2.39674  0.117
H: 0.25910 -2.70231 3.94527  0.125
H: 1.69351 -3.56277 2.21400  0.130
H: 2.43682 -2.06294 2.82024  0.135
H: 2.63679 -3.46107 0.14100  0.134
H: 3.54374 -1.97827 0.50951  0.137
H: 1.33674 -2.23563 -1.59149  0.102
H: 3.07235 -2.29564 -1.95182  0.131
H: 2.30957 -0.02084 -2.41333  0.132
H: 3.29605 0.00444 -0.94200  0.134
H: 1.03421 -0.45030 0.14641  0.122
H: 0.33574 0.30052 -1.21829  0.121
H: 2.16040 1.43311 0.85755  0.147
H: 2.13737 2.12558 -0.77049  0.131
H: 0.21438 2.30077 2.51349  0.103
H: -1.96325 3.81406 2.15117  0.103
H: -2.19778 4.17049 -0.50707  0.128
H: -0.55065 3.86766 -2.46116  0.139
H: 0.73175 2.66749 -2.27616  0.122
H: -2.26979 2.18689 -2.61855  0.132
H: -0.96447 1.79503 -3.74223  0.128
H: -0.22427 -0.49375 -3.68602  0.123
H: -1.99222 -0.37292 -3.79454  0.132
H: -0.67680 -2.65897 -2.91077  0.128
H: -2.34754 -2.25299 -2.48122  0.132
H: -1.30153 -0.85101 0.61886  0.106
H: -2.72022 -1.60730 -0.13811  0.136
H: -2.16794 1.09096 -0.37112  0.115
H: -3.11381 0.18655 -1.56288  0.136


2.
# C18H34N5O5

A cluster of 3 separate species, C18H34N5O5 in total at a distorted geometry (ωB97M-V/def2-TZVPD, the Open Molecules 2025 dataset).

Output
HOMO	-11.74	eV
ΔE to the lowest compared entry with this formula, charge and spin	0.0	kcal/mol
energy	-1355.91136	a.u.
charge	+1

Each line ends with the Löwdin charge.
Geometry (Å):
C: -3.01707 -1.51680 4.68991  -0.065
C: -2.17046 -0.64088 3.62306  -0.234
O: -1.71564 -1.57423 2.60952  -0.221
C: -2.19291 -1.24196 1.29850  -0.172
C: -1.38303 -0.09764 0.55952  -0.064
N: 0.08200 -0.31558 0.47046  -0.005
C: 0.98848 -1.11415 1.20300  0.027
N: 2.36495 -1.00563 0.82036  0.162
C: 2.22665 -0.05447 -0.26674  -0.282
N: 3.34597 0.34612 -0.92324  0.131
N: 0.86590 0.29521 -0.43561  -0.002
C: 0.53583 1.24111 -1.53629  -0.105
C: -0.11068 2.61384 -1.04272  -0.172
C: 0.05156 3.66317 -2.26345  -0.189
C: 1.20072 4.75035 -1.97249  -0.285
N: 0.73832 5.82102 -1.03468  -0.024
H: -3.87808 -0.90606 5.10314  0.081
H: -2.31645 -1.88761 5.49848  0.078
H: -3.40435 -2.44975 4.15238  0.089
H: -2.75271 0.24389 3.22429  0.122
H: -1.22767 -0.28993 4.17240  0.126
H: -3.25871 -0.83799 1.43391  0.143
H: -2.32365 -2.17665 0.65193  0.153
H: -1.54774 0.94869 0.96873  0.143
H: -1.77287 -0.06802 -0.51891  0.131
H: 0.69702 -1.76851 2.07046  0.154
H: 3.78920 -0.29215 -1.58189  0.127
H: 3.74048 1.25697 -0.65575  0.132
H: 1.42260 1.48024 -2.19698  0.132
H: -0.23838 0.74354 -2.21252  0.139
H: -1.22695 2.54349 -0.84693  0.105
H: 0.41843 3.05050 -0.13804  0.119
H: 0.38826 3.10131 -3.20193  0.108
H: -0.93274 4.16355 -2.53112  0.118
H: 1.50330 5.27133 -2.94040  0.114
H: 2.13573 4.23384 -1.56204  0.108
H: 1.51630 6.00016 -0.38402  0.072
H: -0.08343 5.47210 -0.52823  0.058
O: -4.65664 0.80369 -0.80604  0.110
C: -4.44605 0.61063 -1.97431  -0.486
O: -3.75654 -0.46063 -2.45244  0.006
C: -3.59389 -0.32741 -3.87253  -0.159
C: -4.69455 0.61130 -4.31208  -0.154
C: -4.85212 1.51665 -3.10590  -0.074
H: -2.59706 0.07762 -4.07298  0.120
H: -3.67797 -1.30680 -4.34454  0.131
H: -4.46214 1.14459 -5.23445  0.124
H: -5.61912 0.04943 -4.47190  0.127
H: -4.16853 2.36827 -3.14300  0.132
H: -5.88061 1.85435 -2.98723  0.136
O: 7.49565 -3.76318 3.01357  0.129
C: 6.33639 -3.68501 2.71646  -0.482
O: 5.59007 -2.55547 2.85929  0.028
C: 4.22789 -2.83699 2.51493  -0.186
C: 4.28584 -4.06213 1.63001  -0.171
C: 5.48479 -4.80716 2.18304  -0.079
H: 3.66473 -3.01643 3.43679  0.128
H: 3.79598 -1.98036 1.99785  0.067
H: 3.36327 -4.64496 1.64018  0.115
H: 4.48433 -3.76351 0.59571  0.116
H: 5.20932 -5.46778 3.00796  0.136
H: 6.00878 -5.36113 1.40555  0.130


3.
# C18H34N6O4PW

A structure of composition C18H34N6O4PW (ωB97M-V/def2-TZVPD, the Open Molecules 2025 dataset).

Output
HOMO (spin up / spin down)	-16.00 / -16.41	eV
energy	-1743.47960	a.u.
charge	+3
2S+1	3

Each line ends with the Mulliken spin population.
Geometry (Å):
W: -0.62645 0.78323 -0.81958  1.603
C: 0.75399 1.67594 -4.78806  -0.002
C: 0.96578 1.44328 -3.33291  0.030
O: -0.12918 1.22783 -2.62332  0.018
C: 2.17990 1.48225 -2.71326  0.042
C: 2.41523 1.26614 -1.33116  0.042
C: 3.82054 1.38569 -0.83721  -0.004
N: 1.44394 0.97254 -0.46770  -0.006
N: 1.87284 0.75633 0.84126  0.020
C: 0.87878 0.47930 1.61214  0.030
O: -0.35562 0.47129 1.12207  0.034
C: 1.07440 0.06934 3.01184  0.002
C: -0.00704 -0.39520 3.76764  0.004
C: 0.19859 -0.83679 5.06616  -0.001
C: 1.47464 -0.81354 5.61554  0.003
C: 2.55242 -0.34833 4.86841  -0.001
C: 2.35944 0.09033 3.56946  0.000
H: -0.16330 1.19494 -5.12077  0.000
H: 1.59821 1.31316 -5.37018  0.001
H: 0.66315 2.74849 -4.97788  0.006
H: 3.04377 1.69630 -3.32425  0.006
H: 4.50374 1.57473 -1.65894  0.000
H: 4.12666 0.48999 -0.29835  0.004
H: 3.88597 2.20581 -0.11902  0.005
H: -1.00482 -0.38961 3.34728  0.001
H: -0.63886 -1.18110 5.65822  0.000
H: 1.62892 -1.14590 6.63377  0.000
H: 3.54098 -0.31660 5.30668  0.000
H: 3.18978 0.46722 2.98784  -0.001
N: -2.68971 0.13349 -0.34565  0.021
C: -3.64546 1.04846 0.36192  0.017
C: -4.22012 2.09369 -0.57910  -0.018
C: -3.18289 2.93756 -1.32031  0.073
C: -2.16227 3.60732 -0.39746  -0.028
N: -0.81233 2.94104 -0.48024  0.033
H: -3.15447 -0.24588 -1.17295  0.005
H: -2.52429 -0.68059 0.24752  0.003
H: -3.09532 1.49519 1.18981  -0.006
H: -4.44926 0.45173 0.79056  -0.002
H: -4.85510 2.74987 0.01959  0.000
H: -4.88765 1.61620 -1.30079  -0.002
H: -3.70769 3.69357 -1.90289  0.001
H: -2.65512 2.33980 -2.07539  -0.017
H: -2.48222 3.55932 0.64225  -0.001
H: -2.03404 4.66019 -0.63877  -0.003
H: -0.28534 3.19362 0.35627  0.009
H: -0.30227 3.39024 -1.24175  0.015
N: -0.90819 -4.71161 -2.14096  0.000
C: 0.28624 -3.80268 -2.02888  0.002
P: -0.04584 -2.66782 -0.59813  0.031
O: -0.99636 -3.42114 0.26429  0.003
O: -0.46626 -1.31402 -1.14380  0.032
C: 1.52233 -2.54764 0.38852  -0.003
N: 1.14825 -2.82649 1.82180  0.002
H: -1.24225 -4.92320 -1.18724  0.000
H: -0.68387 -5.57921 -2.63513  0.000
H: -1.68571 -4.27017 -2.63620  0.000
H: 0.46487 -3.31287 -2.98234  -0.001
H: 1.14243 -4.43315 -1.79086  0.000
H: 1.98581 -1.56282 0.32534  0.000
H: 2.24903 -3.29323 0.07104  -0.001
H: 1.78986 -3.48533 2.26690  0.000
H: 0.20224 -3.23601 1.83184  0.001
H: 1.13655 -1.96453 2.39545  -0.003


> The lowest energy belongs to which entry?

C18H34N6O4PW